{"formula": "C2H3FSi", "method": "wB97M-V/def2-TZVPD", "species": ["C", "C", "F", "Si", "H", "H", "H"], "positions_angstrom": [[-1.7718, 0.5859, -0.0269], [-0.6675, 0.1704, -0.0453], [1.7632, 0.8596, 0.2006], [1.0321, -0.5430, -0.0411], [-2.7533, 0.8769, 0.2027], [0.9637, -0.8142, -1.4806], [1.4335, -1.1356, 1.1905]], "e_above_lowest_ev": 0.5624, "total_charge": 0, "multiplicity": 1}



{"formula": "C9H10N", "method": "wB97M-V/def2-TZVPD", "species": ["C", "C", "C", "C", "C", "C", "C", "C", "C", "N", "H", "H", "H", "H", "H", "H", "H", "H", "H", "H"], "positions_angstrom": [[1.5173, 1.2999, -0.0622], [0.2334, 0.4406, -0.3295], [0.9543, -0.1886, 1.6496], [1.0455, -0.8771, 2.7902], [1.7566, 0.9427, 1.2174], [-1.7322, -0.7345, -0.5840], [-1.0846, -1.2918, 0.5722], [-0.6760, 0.1834, -1.2949], [-0.6821, 0.6105, -2.7174], [-0.0116, -0.5011, 0.6649], [1.6460, -0.5688, 3.6184], [0.3996, -1.7369, 2.8472], [1.9254, 2.1272, -0.7615], [2.6583, 1.2282, 1.6859], [-2.1055, -1.4789, -1.2717], [-2.4228, 0.0370, -0.3983], [-1.5191, -1.7673, 1.4332], [-0.0029, 1.4822, -2.6956], [-1.6811, 0.8843, -3.0643], [-0.2185, -0.0911, -3.2995]], "e_above_lowest_ev": 2.5742, "total_charge": 1, "multiplicity": 1}



{"formula": "C5H13NO", "method": "wB97M-V/def2-TZVPD", "species": ["C", "C", "C", "N", "C", "C", "O", "H", "H", "H", "H", "H", "H", "H", "H", "H", "H", "H", "H", "H"], "positions_angstrom": [[-2.3337, -0.8278, 0.4431], [-2.9162, 0.3347, -0.3918], [-1.0218, -0.4313, 1.0821], [-0.0029, -0.1433, 0.0622], [1.3034, 0.1383, 0.6333], [2.4578, -0.0202, -0.3164], [2.4450, 0.8318, -1.4040], [-3.0232, -1.1589, 1.2181], [-2.2434, -1.6661, -0.2508], [-2.6784, 1.3253, -0.0006], [-3.9773, 0.1905, -0.5742], [-2.4009, 0.3076, -1.3573], [-0.6144, -1.1348, 1.8000], [-1.2260, 0.5200, 1.5922], [0.0679, -1.0056, -0.4743], [1.4833, -0.5687, 1.4641], [1.2500, 1.1302, 1.0803], [2.6525, -1.0524, -0.5751], [3.2996, 0.2426, 0.3487], [1.6119, 1.3183, -1.3509]], "e_above_lowest_ev": 1.2611, "total_charge": 0, "multiplicity": 1}



{"formula": "C7H8O", "method": "wB97M-V/def2-TZVPD", "species": ["C", "C", "C", "C", "C", "C", "C", "H", "H", "H", "H", "H", "H", "H", "H", "O"], "positions_angstrom": [[1.1802, 0.3593, -2.4852], [-0.1612, 0.1076, -0.5016], [0.2281, 1.1064, 0.4026], [0.2117, 0.8997, 1.7549], [-0.3045, -0.3029, 2.2347], [-0.7439, -1.3509, 1.3265], [-0.6764, -1.1082, -0.0685], [1.0148, 0.6894, -3.5876], [1.5729, 0.9802, -1.9047], [1.6574, -0.7209, -2.1945], [0.5034, 1.8883, -0.0165], [0.5833, 1.4872, 2.5201], [-0.3724, -0.4579, 3.4674], [-1.0205, -2.3885, 1.7056], [-1.1216, -1.8169, -0.9977], [-0.1527, 0.2591, -1.8715]], "e_above_lowest_ev": 3.5206, "total_charge": 0, "multiplicity": 1}



{"formula": "C30H37ClNO3S", "method": "wB97M-V/def2-TZVPD", "species": ["C", "N", "C", "C", "C", "C", "C", "C", "C", "C", "C", "C", "C", "C", "C", "C", "O", "C", "C", "C", "C", "C", "C", "C", "C", "H", "H", "H", "H", "H", "H", "H", "H", "H", "H", "H", "H", "H", "H", "H", "H", "H", "H", "H", "H", "H", "H", "H", "H", "H", "H", "H", "H", "H", "H", "H", "Cl", "C", "S", "C", "C", "C", "C", "C", "C", "O", "O", "H", "H", "H", "H", "H", "H"], "positions_angstrom": [[-6.7210, 0.5247, 0.0910], [-5.5292, 1.2608, 0.4491], [-5.7465, 2.6746, 0.6953], [-4.2870, 0.6989, 0.4517], [-3.1781, 1.3762, 1.0460], [-1.8966, 0.8685, 0.9537], [-1.5945, -0.2781, 0.1464], [-0.2427, -0.6839, -0.0644], [0.8723, 0.1897, 0.0050], [2.1732, -0.3704, 0.2092], [3.2960, 0.3924, 0.3869], [4.7157, -0.2389, 0.4304], [5.5025, 0.1862, -0.8183], [4.6401, -1.7669, 0.4759], [5.4998, 0.2340, 1.6583], [3.1477, 1.8627, 0.4357], [4.1526, 2.5997, 0.5686], [1.8194, 2.4545, 0.2144], [1.6570, 3.9928, 0.2147], [2.2993, 4.6205, 1.4596], [0.1794, 4.4036, 0.1984], [2.3490, 4.5920, -1.0214], [0.7831, 1.6160, -0.1043], [-2.7215, -0.9921, -0.3667], [-4.0148, -0.5392, -0.1965], [-6.5673, -0.5493, 0.2060], [-7.5368, 0.8415, 0.7495], [-7.0201, 0.7403, -0.9438], [-4.8299, 3.2555, 0.5454], [-6.5126, 3.0412, 0.0007], [-6.1182, 2.8499, 1.7157], [-3.3408, 2.3037, 1.5975], [-1.0993, 1.3623, 1.5211], [-0.0115, -1.7440, -0.1674], [2.2388, -1.4580, 0.2595], [5.6244, 1.2738, -0.8255], [6.4909, -0.2861, -0.7993], [4.9825, -0.1273, -1.7308], [4.1035, -2.1035, 1.3720], [4.1478, -2.1759, -0.4144], [5.6564, -2.1755, 0.5136], [4.9760, -0.0506, 2.5765], [6.4894, -0.2376, 1.6510], [5.6133, 1.3203, 1.6268], [3.3663, 4.3833, 1.4788], [2.1706, 5.7106, 1.4323], [1.8228, 4.2284, 2.3648], [-0.3120, 4.1052, -0.7369], [-0.3537, 3.9563, 1.0498], [0.0945, 5.4976, 0.2848], [1.9225, 4.1759, -1.9423], [2.2113, 5.6817, -1.0318], [3.4208, 4.3688, -0.9869], [-0.1800, 2.0360, -0.3966], [-2.5686, -1.9049, -0.9365], [-4.8410, -1.1118, -0.6171], [0.8350, -1.7395, -3.5233], [-0.1626, -2.4741, -2.3642], [-0.9456, -3.9523, -2.9310], [-1.3776, -4.8042, -1.3973], [-0.4905, -5.7312, -0.8615], [-0.6519, -6.1379, 0.4657], [-1.6953, -5.6092, 1.2360], [-2.6496, -4.7721, 0.6472], [-2.5304, -4.4380, -0.7046], [-2.2006, -3.4843, -3.4812], [-0.0992, -4.8123, -3.7129], [-0.9565, -1.7734, -2.0289], [0.2979, -6.1377, -1.4882], [0.0404, -6.8636, 0.8972], [-1.7839, -5.8667, 2.2956], [-3.4947, -4.3874, 1.2280], [-3.3297, -3.9025, -1.2120]], "e_above_lowest_ev": 0.0768, "total_charge": -1, "multiplicity": 1}



{"formula": "C34H39AlN8PS", "method": "wB97M-V/def2-TZVPD", "species": ["Al", "N", "C", "C", "C", "C", "C", "C", "C", "C", "N", "C", "H", "H", "H", "H", "H", "H", "H", "H", "N", "P", "C", "C", "C", "C", "C", "C", "C", "C", "C", "C", "C", "C", "C", "C", "C", "C", "C", "N", "H", "H", "H", "H", "H", "H", "H", "H", "H", "H", "H", "H", "H", "H", "H", "N", "C", "C", "C", "N", "H", "H", "H", "H", "C", "N", "C", "C", "S", "N", "C", "C", "H", "H", "H", "H", "H", "H", "H", "H", "H", "H", "H", "H"], "positions_angstrom": [[-1.0127, 0.3295, -0.0895], [-1.1584, 2.0204, 1.1364], [-2.3648, 2.7647, 0.7857], [-2.9079, 3.7424, 1.6010], [-4.0471, 4.4092, 1.1853], [-4.6252, 4.1318, -0.0357], [-4.0477, 3.1645, -0.9075], [-4.5410, 2.8579, -2.1910], [-3.9373, 1.8853, -2.9442], [-2.9314, 1.1106, -2.3400], [-2.4299, 1.3655, -1.1242], [-2.9358, 2.4596, -0.4445], [-1.2003, 1.7400, 2.1047], [-0.3845, 2.7011, 1.1095], [-2.4556, 3.9544, 2.5613], [-4.4677, 5.1754, 1.8383], [-5.4778, 4.6831, -0.3553], [-5.3968, 3.4362, -2.5428], [-4.2808, 1.6725, -3.9202], [-2.5462, 0.2840, -2.9308], [-0.5449, -1.3253, 2.5625], [0.7117, -0.8254, 1.5180], [1.7561, 0.1804, 2.5488], [2.4352, -0.4997, 3.5959], [3.2833, 0.2126, 4.4204], [3.5154, 1.5574, 4.1408], [2.9162, 2.2145, 3.0794], [2.0148, 1.5225, 2.2818], [1.5661, -2.3918, 1.1632], [0.9189, -3.6175, 1.3272], [1.5187, -4.8152, 0.9799], [2.8024, -4.8206, 0.4861], [3.4964, -3.6281, 0.2858], [2.9096, -2.3940, 0.6664], [-1.8998, -1.1368, 2.3953], [-2.7822, -1.6689, 3.3551], [-4.1272, -1.5057, 3.1303], [-4.6096, -0.7953, 2.0073], [-3.6774, -0.3159, 1.1418], [-2.3173, -0.4646, 1.3172], [-0.2752, -1.8458, 3.3720], [2.2454, -1.5814, 3.7577], [3.7998, -0.2974, 5.2442], [4.2326, 2.0623, 4.7511], [3.2485, 3.2354, 2.8487], [1.5814, 1.9827, 1.4137], [-0.0666, -3.6472, 1.7250], [1.0414, -5.7549, 1.1322], [3.2663, -5.7764, 0.2415], [4.4987, -3.6745, -0.1359], [3.4756, -1.4767, 0.4370], [-2.4035, -2.2427, 4.2182], [-4.8844, -1.9338, 3.7613], [-5.6520, -0.6432, 1.8546], [-3.9943, 0.2798, 0.3022], [-0.0793, -2.0252, -1.6458], [-0.4482, -3.1876, -2.1574], [-1.8217, -3.2471, -2.1284], [-2.2149, -2.0753, -1.4826], [-1.1288, -1.3362, -1.1471], [0.8983, -1.7767, -1.4255], [0.3124, -3.8671, -2.5178], [-2.4911, -4.0008, -2.4834], [-3.2049, -1.7646, -1.2352], [3.6433, 2.2368, -0.7589], [3.2386, 1.4288, -1.9257], [4.2211, 1.4031, -3.0313], [1.9956, 0.9944, -2.1135], [0.6906, 1.7157, -1.1924], [1.7897, 0.1553, -3.1346], [2.6877, -0.9821, -3.3429], [0.6002, 0.0976, -3.9474], [4.7099, 2.4039, -0.8050], [3.3418, 1.7502, 0.1533], [3.1904, 3.2246, -0.8129], [4.6086, 2.3896, -3.1182], [3.8123, 1.1573, -3.9987], [5.0729, 0.7375, -2.8452], [3.3656, -0.9992, -2.5089], [3.2660, -0.9064, -4.2858], [2.0890, -1.9001, -3.3927], [0.0393, 1.0122, -3.7548], [0.0222, -0.8205, -3.8039], [0.9422, 0.1249, -4.9809]], "e_above_lowest_ev": 0.0000, "total_charge": 3, "multiplicity": 1}



Number 1: lowest unoccupied orbital energy 0.0215 Eh, Kohn-Sham gap 11.12 eV. Number 2: lowest unoccupied orbital energy -0.1878 Eh, Kohn-Sham gap 7.63 eV. Number 3: lowest unoccupied orbital energy 0.0379 Eh, Kohn-Sham gap 10.22 eV. Number 4: lowest unoccupied orbital energy 0.0358 Eh, Kohn-Sham gap 9.77 eV. Number 5: lowest unoccupied orbital energy 0.0630 Eh, Kohn-Sham gap 4.91 eV. Number 6: lowest unoccupied orbital energy -0.3030 Eh, Kohn-Sham gap 8.34 eV.